Run a
Entry from the Open Molecules 2025 dataset: a 2-piece molecular cluster, C5H10NO overall (ωB97M-V/def2-TZVPD).

XYZ file:
```
17
C5H10NO | the Open Molecules 2025 dataset | ωB97M-V/def2-TZVPD
C -2.32184 0.68088 0.78642
C -3.00343 0.22240 -0.49088
C -1.80241 -0.54209 -0.04404
C -0.44492 -0.33851 -0.56611
C 3.66399 -0.26295 -0.16575
N 0.69929 -0.59313 -0.02947
O 4.27595 0.64554 0.53215
H -1.62086 1.61701 0.82693
H -2.83470 0.45846 1.80361
H -4.11317 -0.07032 -0.44871
H -2.82956 0.90277 -1.26696
H -1.88831 -1.36927 0.60574
H -0.43251 0.09046 -1.60873
H 4.16180 -1.00689 -0.88062
H 2.65193 -0.29834 -0.13239
H 0.63950 -0.98259 0.87291
H 5.19924 0.84655 0.20588
```

As for the HOMO energy: -12.9 eV. The value obtained for the frontier orbital gap is 6.102 eV. As for the spin multiplicity: 1. The calculation puts the LUMO energy at -6.82 eV. Its total charge is +1. The value obtained for the molar mass is 100.14 g mol⁻¹.

Okay, here come the natural (NBO) numbers, in e, for every atom:
1 C -0.384
2 C -0.406
3 C -0.355
4 C 0.225
5 C 0.453
6 N -0.739
7 O -0.495
8 H 0.222
9 H 0.237
10 H 0.254
11 H 0.222
12 H 0.245
13 H 0.176
14 H 0.209
15 H 0.239
16 H 0.343
17 H 0.553



Run b
Entry from the Open Molecules 2025 dataset: a 2-piece molecular cluster, C5H10NO overall (ωB97M-V/def2-TZVPD).

XYZ file:
```
17
C5H10NO | the Open Molecules 2025 dataset | ωB97M-V/def2-TZVPD
C -2.94975 -0.38580 0.75848
C -1.00019 0.72992 -0.22607
C 1.27993 -0.25278 1.23344
C 1.56298 0.63254 -1.14365
C 0.93438 -0.34940 -0.23972
N -1.99019 0.19324 0.21782
O 0.51729 -1.51780 -0.60590
H -3.34358 -0.08889 1.72568
H -3.74009 -0.86730 0.12593
H -0.95437 1.78446 -0.60022
H 2.08474 -0.95433 1.36965
H 1.73967 0.69138 1.29653
H 0.55601 -0.50219 1.85470
H 1.02432 0.62616 -2.07126
H 2.59949 0.34043 -1.37639
H 1.53535 1.66250 -0.85892
H 0.14399 -1.74215 -1.46011
```

As for the HOMO energy: -13.4 eV. The value obtained for the frontier orbital gap is 9.022 eV. As for the spin multiplicity: 1. The calculation puts the LUMO energy at -4.42 eV. Its total charge is +1. The value obtained for the molar mass is 100.14 g mol⁻¹.

Okay, here come the natural (NBO) numbers, in e, for every atom:
1 C -0.087
2 C 0.043
3 C -0.670
4 C -0.725
5 C 0.624
6 N -0.267
7 O -0.642
8 H 0.238
9 H 0.234
10 H 0.234
11 H 0.257
12 H 0.235
13 H 0.239
14 H 0.237
15 H 0.270
16 H 0.256
17 H 0.525



Last place for stability: run a



Run a
Entry from the Open Molecules 2025 dataset: one molecule with the formula C5H13NO2 (ωB97M-V/def2-TZVPD).

XYZ file:
```
21
C5H13NO2 | the Open Molecules 2025 dataset | ωB97M-V/def2-TZVPD
O -1.12570 0.72553 3.00190
C -0.22988 0.44239 1.85783
C -0.14364 1.67682 0.99722
C 0.87832 1.47605 -0.14493
N 0.66594 0.48715 -1.19840
C 0.87488 -0.92474 -0.83955
C -0.31188 -1.82437 -1.16214
O -0.49620 -1.94128 -2.57665
H -1.98118 0.59556 2.57817
H -0.38010 -0.56402 1.48464
H 0.72301 0.39157 2.39671
H 0.08940 2.61461 1.49387
H -1.11765 1.90225 0.53390
H 1.83934 1.28739 0.33988
H 0.95877 2.41246 -0.67560
H -0.31504 0.56847 -1.46071
H 1.45370 -1.11887 0.05209
H 1.61224 -1.28000 -1.58834
H -1.27403 -1.37502 -0.91947
H -0.05585 -2.79133 -0.72021
H 0.30268 -2.30475 -2.97008
```

As for the HOMO energy: -8.8 eV. The SMILES is OCCCNCCO. The value obtained for the frontier orbital gap is 9.657 eV. As for the spin multiplicity: 1. The calculation puts the LUMO energy at 0.83 eV. The value obtained for the molar mass is 119.16 g mol⁻¹.

Okay, here come the natural (NBO) numbers, in e, for every atom:
1 O -0.717
2 C -0.094
3 C -0.443
4 C -0.213
5 N -0.614
6 C -0.267
7 C -0.083
8 O -0.720
9 H 0.453
10 H 0.184
11 H 0.177
12 H 0.228
13 H 0.186
14 H 0.180
15 H 0.197
16 H 0.348
17 H 0.203
18 H 0.178
19 H 0.183
20 H 0.171
21 H 0.461



Run b
Entry from the Open Molecules 2025 dataset: a 2-piece molecular cluster, C5H13NO2 overall (ωB97M-V/def2-TZVPD).

XYZ file:
```
21
C5H13NO2 | the Open Molecules 2025 dataset | ωB97M-V/def2-TZVPD
C -1.05010 0.32615 -1.39103
C 0.31176 0.02507 -0.86530
N 0.44940 0.27922 0.55852
C -0.07213 -0.81392 1.43712
C 0.94531 1.47696 0.95087
C 1.40757 2.55964 0.01516
O 0.93723 1.78883 2.14913
H -1.30271 1.37017 -1.14038
H -1.81352 -0.33627 -0.94944
H -1.07656 0.21136 -2.48772
H 0.52840 -1.04408 -1.05356
H 1.05928 0.62293 -1.42138
H -0.07099 -1.76484 0.87824
H -1.10677 -0.58854 1.74586
H 0.54618 -0.93702 2.34219
H 0.71903 2.79198 -0.81462
H 2.37000 2.22717 -0.40889
H 1.57921 3.48013 0.59813
O -1.64489 -3.81103 0.29561
H -0.79255 -3.43472 -0.02085
H -1.92310 -4.42925 -0.41760
```

As for the HOMO energy: -9.2 eV. The SMILES is CCN(C)C(C)=O.O. The value obtained for the frontier orbital gap is 9.646 eV. As for the spin multiplicity: 1. The calculation puts the LUMO energy at 0.49 eV. The value obtained for the molar mass is 119.16 g mol⁻¹.

Okay, here come the natural (NBO) numbers, in e, for every atom:
1 C -0.624
2 C -0.206
3 N -0.438
4 C -0.397
5 C 0.664
6 C -0.708
7 O -0.643
8 H 0.209
9 H 0.214
10 H 0.214
11 H 0.182
12 H 0.206
13 H 0.182
14 H 0.211
15 H 0.232
16 H 0.220
17 H 0.226
18 H 0.255
19 O -0.936
20 H 0.464
21 H 0.474



Run c
Entry from the Open Molecules 2025 dataset: a 2-piece molecular cluster, C5H13NO2 overall (ωB97M-V/def2-TZVPD).

XYZ file:
```
21
C5H13NO2 | the Open Molecules 2025 dataset | ωB97M-V/def2-TZVPD
C -1.26097 -1.11600 2.20904
C -1.19060 0.14581 1.32206
C 0.19465 0.32686 0.70403
C 0.25365 1.50500 -0.27318
C 0.86139 1.11247 -1.62113
N 0.41330 1.84578 -2.68226
O 1.61541 0.17438 -1.70897
H -0.36571 -1.72618 2.12549
H -2.03931 -1.79720 1.85603
H -1.52630 -0.91598 3.24115
H -1.97028 0.02329 0.56225
H -1.54128 1.04271 1.83812
H 0.91269 0.40577 1.51442
H 0.41352 -0.60743 0.18148
H -0.66546 2.08346 -0.30500
H 1.02065 2.19602 0.10221
H 0.58108 1.46141 -3.60049
H -0.40266 2.42503 -2.59967
O 1.51682 -2.65898 -1.30553
H 2.31574 -2.80375 -0.78890
H 0.86367 -3.12246 -0.77116
```

As for the HOMO energy: -9.6 eV. The SMILES is CCCCC(N)=O.O. The value obtained for the frontier orbital gap is 10.471 eV. As for the spin multiplicity: 1. The calculation puts the LUMO energy at 0.89 eV. The value obtained for the molar mass is 119.16 g mol⁻¹.

Okay, here come the natural (NBO) numbers, in e, for every atom:
1 C -0.615
2 C -0.395
3 C -0.398
4 C -0.515
5 C 0.682
6 N -0.831
7 O -0.595
8 H 0.203
9 H 0.205
10 H 0.211
11 H 0.192
12 H 0.193
13 H 0.201
14 H 0.232
15 H 0.208
16 H 0.233
17 H 0.398
18 H 0.387
19 O -0.917
20 H 0.464
21 H 0.457



Run d
Entry from the Open Molecules 2025 dataset: one molecule with the formula C5H13NO2 (ωB97M-V/def2-TZVPD).

XYZ file:
```
21
C5H13NO2 | the Open Molecules 2025 dataset | ωB97M-V/def2-TZVPD
C -0.18919 -0.90766 2.68159
C 0.76033 -0.33147 1.63506
O 1.97697 -1.07249 1.96415
C 0.44824 -0.61508 0.17923
C -0.61478 0.34597 -0.38362
N -0.94970 0.04599 -1.77349
C -0.31336 0.89782 -2.77488
O -0.45216 2.28863 -2.37919
H -0.02938 -1.99705 2.74532
H -1.19420 -0.80943 2.23655
H -0.23767 -0.57328 3.72608
H 1.01109 0.73386 1.70954
H 2.76906 -0.61621 1.65589
H 1.32692 -0.40877 -0.44994
H 0.08987 -1.62096 -0.01597
H -0.38563 1.43043 -0.35755
H -1.47168 0.10083 0.34064
H -0.93932 -0.94413 -1.98278
H 0.76857 0.79021 -2.86056
H -0.97724 0.82032 -3.62902
H -1.39672 2.44248 -2.26705
```

As for the HOMO energy: -8.7 eV. The SMILES is C[C@@H](O)CCNCO. The value obtained for the frontier orbital gap is 9.630 eV. As for the spin multiplicity: 1. The calculation puts the LUMO energy at 0.89 eV. The value obtained for the molar mass is 119.16 g mol⁻¹.

Okay, here come the natural (NBO) numbers, in e, for every atom:
1 C -0.631
2 C 0.093
3 O -0.745
4 C -0.427
5 C -0.230
6 N -0.672
7 C 0.091
8 O -0.729
9 H 0.226
10 H 0.197
11 H 0.228
12 H 0.172
13 H 0.464
14 H 0.199
15 H 0.201
16 H 0.224
17 H 0.174
18 H 0.369
19 H 0.157
20 H 0.174
21 H 0.465



Last place for stability: run a